(1)
{"formula": "C9H15N3O6", "method": "ωB97M-V/def2-TZVPD", "symbols": ["N", "C", "O", "C", "C", "C", "N", "C", "O", "N", "C", "C", "C", "O", "O", "C", "O", "O", "H", "H", "H", "H", "H", "H", "H", "H", "H", "H", "H", "H", "H", "H", "H"], "xyz": [[-0.960, -3.212, -0.537], [-2.141, -2.730, -0.059], [-3.147, -3.365, -0.110], [-1.980, -1.237, 0.358], [-1.362, -0.504, -0.815], [-1.575, 0.893, -0.544], [-1.415, 1.966, -1.594], [-0.857, 1.448, 0.625], [-1.400, 2.071, 1.518], [0.507, 1.662, 0.590], [1.737, 1.018, 0.064], [2.228, -0.346, 0.632], [2.546, -0.346, 2.113], [3.484, -0.992, 2.623], [1.750, 0.481, 2.744], [2.048, 1.184, -1.436], [3.046, 0.726, -1.938], [1.148, 2.008, -2.063], [-0.783, -4.191, -0.920], [-0.181, -2.576, -0.575], [-1.133, -1.189, 1.065], [-2.898, -0.903, 0.824], [-1.974, -0.726, -1.622], [-0.345, -0.764, -1.063], [-2.665, 1.075, -0.255], [-2.200, 2.584, -1.511], [-1.534, 1.618, -2.572], [0.821, 1.895, 1.487], [2.499, 1.642, 0.446], [3.044, -0.721, 0.008], [1.502, -1.236, 0.489], [1.938, 0.621, 3.714], [0.252, 2.147, -1.685]], "forces_ev_per_angstrom": [[1.393, -1.857, -0.712], [1.417, 0.876, -0.568], [-1.571, -0.409, 0.518], [1.858, -2.456, 0.688], [-0.912, -0.232, -0.077], [-3.007, 3.780, 0.145], [0.301, -1.263, -1.573], [1.459, 2.146, 0.921], [-1.138, -0.837, 0.175], [1.685, -1.774, -1.284], [-0.471, -1.207, -0.590], [-1.723, -1.953, -0.832], [3.874, -2.107, 0.104], [-2.873, 1.781, -1.109], [-0.797, 1.165, 2.130], [-1.536, 0.736, -0.232], [-1.151, 0.550, 0.207], [2.671, -1.260, -0.685], [-0.864, 2.105, 0.914], [0.074, -0.438, 0.038], [-0.775, -0.282, 0.688], [-0.015, 0.491, -0.380], [-0.854, -0.596, -2.159], [0.372, -0.090, 0.155], [1.319, -0.927, -0.024], [-0.108, 0.562, 0.399], [0.319, -0.136, 1.080], [-0.393, 1.066, 1.509], [0.844, 1.176, 0.483], [0.327, 0.511, 0.516], [0.458, 1.492, 0.271], [0.135, -0.664, -1.311], [-0.320, 0.053, 0.596]], "lowdin_charge": [0.14, -0.55, 0.08, -0.07, -0.18, -0.32, 0.06, -0.45, 0.09, 0.13, -0.18, -0.03, -0.51, 0.08, 0.11, -0.45, 0.11, 0.08, 0.16, 0.06, 0.13, 0.14, 0.12, 0.11, 0.17, 0.10, 0.13, 0.10, 0.15, 0.13, 0.14, 0.18, 0.03], "fmax_ha_per_bohr": 0.0940, "orbital_gap_ev": 10.42, "multiplicity": 1, "de_lowest_kcal_mol": 72.5, "lumo_energy_ev": 0.2, "smiles": "NC(=O)CC[C@H](N)C(=O)N[C@@H](CC(=O)O)C(=O)O", "energy_ha": -967.65506}

***

(2)
{"formula": "C31H32NO18P", "method": "ωB97M-V/def2-TZVPD", "symbols": ["O", "C", "C", "C", "O", "C", "O", "C", "C", "O", "H", "H", "H", "H", "O", "C", "C", "C", "O", "C", "O", "C", "C", "O", "H", "H", "H", "H", "O", "C", "C", "C", "O", "C", "O", "C", "C", "O", "H", "H", "H", "H", "O", "C", "C", "C", "O", "C", "O", "C", "C", "O", "H", "H", "H", "H", "C", "C", "O", "C", "C", "P", "N", "C", "C", "C", "O", "H", "H", "H", "H", "H", "H", "H", "H", "H", "H", "H", "H", "H", "H", "H", "H"], "xyz": [[-0.050, 0.834, -3.818], [0.086, 0.653, -2.621], [-0.436, 1.558, -1.609], [-0.239, 1.307, -0.309], [-0.705, 2.111, 0.646], [0.522, 0.099, 0.146], [0.686, -0.067, 1.343], [1.024, -0.820, -0.863], [0.822, -0.568, -2.160], [1.264, -1.390, -3.115], [-0.982, 2.425, -1.952], [-0.438, 1.721, 1.503], [1.556, -1.699, -0.525], [0.992, -0.986, -3.962], [-3.276, 0.883, -0.795], [-4.232, 1.497, -0.359], [-4.119, 2.571, 0.618], [-5.218, 3.194, 1.060], [-5.166, 4.183, 1.951], [-6.587, 2.815, 0.578], [-7.550, 3.405, 1.030], [-6.697, 1.755, -0.418], [-5.597, 1.136, -0.861], [-5.639, 0.164, -1.772], [-3.126, 2.834, 0.958], [-6.092, 4.455, 2.101], [-7.686, 1.502, -0.772], [-4.710, -0.107, -1.911], [-3.893, 1.277, -4.197], [-4.704, 1.219, -5.104], [-6.070, 0.749, -4.919], [-6.909, 0.692, -5.960], [-8.167, 0.271, -5.838], [-6.482, 1.102, -7.337], [-7.283, 1.012, -8.248], [-5.121, 1.594, -7.517], [-4.283, 1.653, -6.475], [-3.031, 2.096, -6.590], [-6.361, 0.456, -3.920], [-8.554, 0.326, -6.734], [-4.829, 1.902, -8.511], [-2.639, 2.033, -5.697], [3.736, -4.809, -5.230], [3.872, -4.994, -4.035], [3.348, -4.087, -3.021], [3.547, -4.341, -1.725], [3.081, -3.533, -0.768], [4.306, -5.547, -1.263], [4.468, -5.712, -0.069], [4.810, -6.468, -2.275], [4.609, -6.216, -3.574], [5.050, -7.029, -4.533], [2.803, -3.216, -3.359], [3.358, -3.933, 0.079], [5.342, -7.344, -1.932], [4.777, -6.619, -5.377], [6.673, -0.850, 6.144], [5.680, 0.323, 6.009], [6.319, 1.390, 5.328], [5.483, 2.125, 4.453], [4.099, 2.530, 5.021], [2.795, 1.603, 4.084], [1.284, 1.830, 4.958], [1.394, 1.298, 6.358], [0.268, 1.091, 4.229], [0.422, -0.394, 4.008], [-0.694, 1.662, 3.831], [7.696, -0.492, 6.236], [6.585, -1.456, 5.240], [6.395, -1.467, 6.998], [4.806, -0.070, 5.491], [5.450, 0.653, 7.028], [6.019, 3.052, 4.249], [5.392, 1.629, 3.474], [4.027, 2.459, 6.107], [3.935, 3.575, 4.759], [3.113, 0.208, 4.151], [0.402, 0.974, 6.677], [1.746, 2.106, 6.997], [2.128, 0.489, 6.429], [-0.548, -0.855, 3.841], [0.942, -0.880, 4.836], [1.005, -0.532, 3.081]], "forces_ev_per_angstrom": [[0.146, -0.293, -0.109], [-0.367, 0.562, 0.192], [0.194, -0.047, -0.319], [-0.302, 0.530, -0.036], [0.333, -0.484, 0.036], [0.160, -0.308, -0.229], [-0.124, 0.320, -0.853], [0.007, -0.025, 0.354], [0.257, -0.448, 0.185], [-0.233, 0.389, -0.244], [-0.038, -0.014, 0.032], [-0.127, 0.140, 0.098], [0.005, 0.030, -0.059], [0.015, -0.012, 0.017], [-0.224, -0.255, -0.109], [0.326, 0.410, 0.342], [0.136, -0.163, -0.137], [0.469, 0.124, 0.155], [-0.413, -0.109, -0.141], [-0.310, -0.339, -0.360], [0.174, 0.181, 0.166], [-0.140, 0.186, 0.144], [-0.455, -0.148, -0.214], [0.346, 0.002, 0.295], [-0.001, -0.007, 0.018], [0.045, 0.018, 0.035], [0.009, -0.017, 0.002], [0.001, 0.065, -0.121], [0.205, 0.107, -0.161], [-0.464, -0.210, 0.344], [0.191, 0.027, 0.129], [-0.130, -0.119, 0.427], [0.125, 0.117, -0.410], [0.461, 0.231, -0.351], [-0.228, -0.099, 0.191], [-0.268, -0.074, -0.082], [0.242, 0.189, -0.476], [-0.171, -0.140, 0.432], [-0.035, -0.004, -0.047], [-0.026, -0.024, 0.041], [0.022, -0.004, 0.010], [0.084, -0.011, -0.060], [0.145, -0.270, -0.067], [-0.278, 0.450, 0.203], [0.018, -0.003, -0.322], [-0.288, 0.444, -0.210], [0.259, -0.397, 0.238], [0.284, -0.496, -0.135], [-0.166, 0.253, 0.069], [-0.039, 0.088, 0.237], [0.264, -0.441, 0.148], [-0.213, 0.360, -0.137], [0.009, -0.019, 0.054], [-0.003, 0.026, -0.019], [0.008, 0.001, -0.023], [0.037, -0.045, 0.000], [-0.610, 0.283, -0.531], [1.254, -0.685, 0.723], [-0.519, -0.054, -0.361], [0.141, 0.550, 0.207], [-0.302, -0.587, -0.136], [-0.425, 1.200, -1.595], [1.491, -1.456, 0.401], [-0.102, 0.425, -0.421], [0.180, -0.633, 0.439], [0.696, -0.136, 0.272], [-0.992, 0.898, -0.708], [-0.039, 0.015, 0.143], [0.307, -0.110, 0.066], [0.126, -0.034, 0.020], [-0.215, 0.381, 0.046], [-0.468, 0.088, -0.170], [0.151, -0.111, 0.032], [-0.155, -0.211, 0.182], [0.255, -0.140, -0.034], [-0.197, -0.025, 0.041], [0.103, 0.247, 0.935], [0.138, -0.019, 0.261], [-0.185, 0.018, 0.063], [-0.252, -0.182, 0.059], [-0.063, 0.108, 0.046], [-0.069, 0.006, -0.033], [-0.183, -0.057, 0.890]], "lowdin_charge": [0.10, -0.31, 0.07, -0.23, 0.11, -0.27, 0.07, 0.09, -0.22, 0.10, 0.14, 0.10, 0.12, 0.12, 0.11, -0.29, 0.09, -0.23, 0.12, -0.31, 0.11, 0.08, -0.23, 0.09, 0.13, 0.12, 0.14, 0.12, 0.11, -0.30, 0.08, -0.23, 0.12, -0.32, 0.11, 0.08, -0.23, 0.12, 0.12, 0.12, 0.14, 0.12, 0.11, -0.31, 0.08, -0.23, 0.10, -0.31, 0.11, 0.08, -0.24, 0.11, 0.12, 0.12, 0.14, 0.12, -0.07, -0.29, -0.15, -0.28, -0.36, 0.94, -0.30, -0.12, -0.60, -0.05, 0.11, 0.08, 0.07, 0.07, 0.08, 0.12, 0.12, 0.10, 0.07, 0.07, -0.04, 0.09, 0.08, 0.06, 0.09, 0.07, 0.05], "fmax_ha_per_bohr": 0.0413, "orbital_gap_ev": 7.14, "multiplicity": 1, "de_lowest_kcal_mol": 9.9, "lumo_energy_ev": -1.6, "smiles": "O=C1C=C(O)C(=O)C=C1O.O=C1C=C(O)C(=O)C=C1O.O=C1C=C(O)C(=O)C=C1O.O=C1C=C(O)C(=O)C=C1O.CCOCCPN(C)C(C)=O", "energy_ha": -2950.83440}